(1)
DFT (the ωB97M-V functional and the def2-TZVPD basis) results for an isolated molecule of C4H8O3.

The geometry in XYZ format:
```
15
Properties=species:S:1:pos:R:3
C 1.329 -0.215 -1.243
C 0.064 0.441 -0.720
O -1.021 -0.230 -1.323
C -0.167 0.472 0.800
O -1.409 1.102 1.003
C -0.201 -0.897 1.451
O -1.187 -1.279 2.041
H 1.166 -0.326 -2.318
H 2.216 0.405 -1.083
H 1.509 -1.212 -0.828
H 0.079 1.500 -1.028
H -1.814 0.227 -1.008
H 0.646 1.039 1.287
H -1.926 0.487 1.555
H 0.715 -1.514 1.413
```

Values from the calculation:
F_max (hartree/bohr): 0.0109
Kohn-Sham gap (eV): 11.05
Energy above the lowest of the compared OMol25 structures with the same formula, charge and spin (eV): 1.365
Structure (SMILES): C[C@@H](O)[C@@H](O)C=O



(2)
DFT (the ωB97M-V functional and the def2-TZVPD basis) results for an isolated molecule of C7H8N2O2.

The geometry in XYZ format:
```
19
Properties=species:S:1:pos:R:3
C -3.068 -0.563 0.328
C -2.463 0.661 0.625
C -2.170 -1.303 -0.440
C -1.274 0.624 -0.048
C 0.997 1.578 -0.693
C -0.270 1.647 -0.289
C 3.003 -1.143 0.244
N 1.912 0.534 -0.677
N 1.763 -0.432 0.118
O -1.117 -0.526 -0.732
O 0.858 -0.691 0.861
H -3.993 -0.876 0.617
H -2.849 1.514 1.132
H -2.109 -2.309 -0.629
H 1.484 2.501 -0.933
H -0.660 2.728 -0.265
H 2.739 -2.315 0.110
H 3.671 -0.696 -0.519
H 3.545 -0.933 1.192
```

Values from the calculation:
F_max (hartree/bohr): 0.0744
Kohn-Sham gap (spin up / spin down) (eV): 8.01 / 8.01
Energy above the lowest of the compared OMol25 structures with the same formula, charge and spin (eV): 5.369
Structure (SMILES): C/[N+]([O-])=N/C=C\c1ccco1



(3)
DFT (the ωB97M-V functional and the def2-TZVPD basis) results for a structure of composition C34H25HoN8S.

The geometry in XYZ format:
```
69
Properties=species:S:1:pos:R:3
Ho -1.860 0.212 -0.404
C -2.335 -4.194 -1.255
C -2.208 -4.903 -0.065
C -2.077 -4.211 1.117
C -2.071 -2.810 1.118
N -2.200 -2.134 -0.040
C -2.326 -2.820 -1.195
N -1.905 -2.236 2.375
C -1.901 -0.988 2.686
N -2.060 0.129 1.903
C -1.898 1.250 2.690
N -1.873 2.489 2.362
C -2.162 3.057 1.122
C -1.854 4.416 1.010
C -2.199 5.109 -0.130
C -2.873 4.446 -1.148
C -3.111 3.100 -0.994
N -2.743 2.401 0.097
C -1.639 0.821 4.093
C -1.396 1.543 5.243
C -1.164 0.822 6.410
C -1.174 -0.572 6.409
C -1.415 -1.287 5.241
C -1.647 -0.560 4.091
H -2.438 -4.692 -2.208
H -2.209 -5.985 -0.065
H -1.971 -4.708 2.070
H -2.419 -2.207 -2.088
H -1.364 4.888 1.849
H -1.957 6.159 -0.224
H -3.177 4.947 -2.055
H -3.598 2.526 -1.772
H -1.389 2.625 5.226
H -0.969 1.349 7.335
H -0.990 -1.102 7.335
H -1.424 -2.369 5.223
N -1.888 0.305 -2.495
C -1.334 1.275 -3.263
C -0.568 2.340 -2.690
C -0.005 3.363 -3.439
C -0.155 3.396 -4.818
C -0.877 2.364 -5.420
C -1.438 1.342 -4.681
H -0.423 2.353 -1.603
H 0.555 4.147 -2.938
H 0.278 4.194 -5.407
H -0.999 2.364 -6.499
H -1.998 0.551 -5.168
S 5.122 -0.244 0.106
C 3.340 -0.238 0.003
C 2.571 -0.469 1.138
C 1.194 -0.440 1.022
N 0.569 -0.222 -0.141
C 1.314 -0.017 -1.235
C 2.697 0.007 -1.200
C 5.411 -1.782 -0.757
C 5.696 -1.790 -2.114
C 5.906 -3.014 -2.734
N 5.853 -4.181 -2.099
C 5.589 -4.156 -0.795
C 5.365 -2.990 -0.078
H 3.035 -0.659 2.095
H 0.566 -0.607 1.889
H 0.770 0.153 -2.158
H 3.254 0.207 -2.104
H 5.758 -0.868 -2.675
H 6.126 -3.055 -3.795
H 5.557 -5.117 -0.294
H 5.158 -3.022 0.983
```

Values from the calculation:
F_max (hartree/bohr): 0.0348
Kohn-Sham gap (spin up / spin down) (eV): 4.85 / 4.87
Energy above the lowest of the compared OMol25 structures with the same formula, charge and spin (eV): 0.000
2S+1: 5



(4)
DFT (the ωB97M-V functional and the def2-TZVPD basis) results for a cluster of 2 separate species, C4H9O3 in total.

The geometry in XYZ format:
```
16
Properties=species:S:1:pos:R:3
C 0.212 1.085 -2.928
C 0.056 0.249 -1.487
O -1.053 0.264 -0.929
O 1.044 -0.334 -1.195
H 1.171 0.974 -3.202
H -0.182 2.128 -2.677
H -0.572 0.779 -3.765
C -0.133 -0.636 2.545
C 1.123 -0.291 1.716
O -1.353 -0.383 1.995
H -0.084 -1.638 2.736
H 0.055 -0.112 3.415
H 2.009 -0.298 2.424
H -1.241 -0.195 0.961
H 0.935 0.699 1.081
H 1.259 -1.157 0.977
```

Values from the calculation:
F_max (hartree/bohr): 0.1306
Kohn-Sham gap (eV): 8.41
Energy above the lowest of the compared OMol25 structures with the same formula, charge and spin (eV): 1.836
Charge: -1



(5)
DFT (the ωB97M-V functional and the def2-TZVPD basis) results for an isolated molecule of C2H6N2O.

The geometry in XYZ format:
```
11
Properties=species:S:1:pos:R:3
C -0.346 -0.122 0.888
C -0.456 0.800 -0.265
H 2.057 -1.854 -0.024
H 1.799 -0.427 -0.575
H -0.970 -0.122 1.757
H 0.195 1.708 -0.085
H -0.020 0.284 -1.246
H -2.326 0.629 -0.800
N 1.288 -1.225 -0.275
N 0.550 -1.039 0.885
O -1.772 1.367 -0.260
```

Values from the calculation:
F_max (hartree/bohr): 0.0946
Kohn-Sham gap (eV): 10.13
Energy above the lowest of the compared OMol25 structures with the same formula, charge and spin (eV): 3.098
Structure (SMILES): N/N=C\CO



(6)
DFT (the ωB97M-V functional and the def2-TZVPD basis) results for a cluster of 2 separate species, CH3N2O in total.

The geometry in XYZ format:
```
7
Properties=species:S:1:pos:R:3
C -1.064 0.108 -0.021
N -2.000 -0.785 0.071
N 0.927 0.379 -0.317
O -2.114 0.761 0.168
H -2.284 -1.330 0.891
H 1.307 -0.462 0.098
H 1.068 1.258 0.178
```

Values from the calculation:
F_max (hartree/bohr): 0.1074
Kohn-Sham gap (spin up / spin down) (eV): 10.50 / 10.50
Energy above the lowest of the compared OMol25 structures with the same formula, charge and spin (eV): 6.453
Charge: +1



(7)
DFT (the ωB97M-V functional and the def2-TZVPD basis) results for the ion C5H9N2 with charge +1.

The geometry in XYZ format:
```
16
Properties=species:S:1:pos:R:3
C -1.550 -0.609 -1.348
C -1.486 0.282 -0.070
C -0.005 0.339 0.232
C 0.636 1.092 1.237
N 1.834 0.406 1.486
C 2.053 -0.514 0.474
N 0.891 -0.592 -0.270
H -2.369 -0.283 -1.972
H -0.745 -0.654 -2.088
H -2.084 -1.567 -1.285
H -1.737 1.336 -0.344
H -2.203 -0.199 0.634
H 0.204 1.804 1.929
H 2.411 0.612 2.347
H 3.078 -0.835 0.299
H 1.073 -0.619 -1.263
```

Values from the calculation:
F_max (hartree/bohr): 0.0702
Kohn-Sham gap (eV): 9.88
Energy above the lowest of the compared OMol25 structures with the same formula, charge and spin (eV): 2.513
Structure (SMILES): CCc1c[nH]c[nH+]1
Charge: +1



(8)
DFT (the ωB97M-V functional and the def2-TZVPD basis) results for a cluster of 2 separate species, C2H4BrN in total.

The geometry in XYZ format:
```
8
Properties=species:S:1:pos:R:3
C 0.831 0.404 0.273
C 0.580 -1.075 -0.113
N -0.343 -0.241 -0.358
Br -4.508 -0.010 0.015
H 0.666 0.762 1.399
H 1.358 1.152 -0.333
H 0.885 -2.048 0.171
H -3.444 -0.454 0.832
```

Values from the calculation:
F_max (hartree/bohr): 0.0954
Kohn-Sham gap (eV): 10.75
Energy above the lowest of the compared OMol25 structures with the same formula, charge and spin (eV): 2.528
Structure (SMILES): C1=NC1.Br



(9)
DFT (the ωB97M-V functional and the def2-TZVPD basis) results for a cluster of 2 separate species, C7H15N2 in total.

The geometry in XYZ format:
```
24
Properties=species:S:1:pos:R:3
C -0.745 0.323 -0.335
C 3.425 -1.539 1.652
C -1.371 0.194 -1.454
C -2.856 0.474 -1.426
C -0.628 0.033 -2.785
C -0.563 -0.428 1.892
C 0.321 1.705 1.306
N 2.611 -0.952 0.829
N -0.464 0.561 0.849
H 4.293 -2.159 1.340
H 3.206 -1.701 2.683
H -3.466 -0.377 -1.696
H -2.777 1.251 -2.281
H -3.229 1.108 -0.502
H -0.414 -1.018 -2.814
H 0.402 0.547 -2.601
H -1.139 0.480 -3.674
H 0.441 -0.935 2.107
H -0.990 0.089 2.796
H -1.156 -1.313 1.730
H 0.578 2.365 0.470
H -0.035 2.404 2.140
H 1.340 1.354 1.672
H 2.844 -1.140 -0.223
```

Values from the calculation:
F_max (hartree/bohr): 0.0742
Kohn-Sham gap (eV): 9.72
Energy above the lowest of the compared OMol25 structures with the same formula, charge and spin (eV): 4.041
Charge: +1



(10)
DFT (the ωB97M-V functional and the def2-TZVPD basis) results for a structure of composition C39H46Cl2HfN5O2STe.

The geometry in XYZ format:
```
97
Properties=species:S:1:pos:R:3
Hf 0.134 -0.514 0.684
C -2.619 -0.966 2.484
C -1.867 0.199 3.076
N -1.148 0.973 2.013
C -1.994 1.981 1.305
C -2.942 1.389 0.281
S -2.140 0.157 -0.802
C -3.183 -1.319 -0.546
C -2.608 -2.338 0.435
N -1.782 -1.704 1.490
H -2.925 -1.631 3.286
H -3.524 -0.639 1.987
H -2.550 0.845 3.625
H -1.120 -0.165 3.769
H -0.459 1.515 2.523
H -2.573 2.558 2.027
H -1.315 2.661 0.806
H -3.813 0.914 0.724
H -3.304 2.187 -0.364
H -4.160 -0.943 -0.250
H -3.305 -1.781 -1.523
H -3.431 -2.897 0.882
H -1.983 -3.043 -0.082
H -1.340 -2.470 1.988
N 1.766 1.116 1.424
C 2.893 0.939 0.519
C 4.201 1.128 0.853
C 5.200 1.111 -0.144
C 4.854 0.980 -1.457
C 3.500 0.787 -1.820
C 3.059 0.744 -3.160
C 1.722 0.652 -3.427
C 0.831 0.485 -2.371
N 1.197 0.444 -1.089
C 2.530 0.692 -0.811
H 1.441 2.073 1.287
H 2.077 1.014 2.381
H 4.476 1.327 1.884
H 6.234 1.262 0.138
H 5.605 1.041 -2.238
H 3.783 0.822 -3.966
H 1.341 0.678 -4.441
H -0.219 0.367 -2.584
Cl -0.051 -2.290 -1.843
C 0.074 -4.042 -2.312
Cl -1.160 -5.034 -1.568
H 1.053 -4.378 -2.017
H -0.078 -4.043 -3.379
C 3.198 -6.907 -2.535
C 3.029 -5.820 -1.496
C 3.742 -4.627 -1.636
C 3.696 -3.653 -0.654
C 2.925 -3.847 0.482
C 2.171 -5.007 0.612
N 1.394 -5.281 1.789
C 1.384 -4.637 2.987
C 1.273 -5.440 4.148
C 1.357 -4.911 5.402
C 1.544 -3.520 5.607
C 1.541 -2.702 4.531
C 1.395 -3.216 3.195
C 1.072 -2.245 2.219
O 0.857 -2.427 0.939
O 0.829 -0.992 2.544
C 2.209 -6.006 -0.371
C 1.431 -7.291 -0.180
H 3.938 -6.614 -3.278
H 2.264 -7.125 -3.061
H 3.538 -7.838 -2.077
H 4.372 -4.485 -2.508
H 4.292 -2.752 -0.754
H 2.958 -3.117 1.279
H 1.148 -6.252 1.863
H 1.186 -6.515 4.022
H 1.308 -5.578 6.258
H 1.676 -3.124 6.606
H 1.647 -1.634 4.659
H 0.415 -7.112 0.172
H 1.928 -7.963 0.533
H 1.346 -7.845 -1.110
C 0.465 5.897 -0.469
Te 0.817 3.853 -0.962
C -0.828 4.015 -2.319
C -1.430 5.382 -2.067
C -2.591 5.761 -2.743
C -3.131 7.021 -2.551
C -2.515 7.915 -1.680
C -1.364 7.545 -1.006
C -0.811 6.277 -1.195
H 1.323 6.481 -0.800
H 0.374 6.006 0.608
H -1.544 3.207 -2.155
H -0.437 3.920 -3.332
H -3.068 5.068 -3.434
H -4.032 7.309 -3.080
H -2.936 8.902 -1.528
H -0.882 8.247 -0.333
```

Values from the calculation:
F_max (hartree/bohr): 0.0245
Kohn-Sham gap (eV): 6.27
Energy above the lowest of the compared OMol25 structures with the same formula, charge and spin (eV): 0.738
Charge: +3



(11)
DFT (the ωB97M-V functional and the def2-TZVPD basis) results for a structure of composition C32H32N3O7SSbY.

The geometry in XYZ format:
```
77
Properties=species:S:1:pos:R:3
Y -0.800 0.928 1.023
O -6.615 -1.336 0.097
C -5.505 -0.924 0.254
C -4.494 -1.398 1.314
O -4.684 -2.233 2.164
C -3.307 -0.570 1.095
C -3.503 0.359 0.093
O -2.568 1.236 -0.190
C -4.842 0.240 -0.506
O -5.343 0.910 -1.371
O -2.178 -0.582 1.779
C -1.048 -5.419 -2.522
C -1.903 -4.556 -1.854
C -1.474 -3.279 -1.518
C -0.188 -2.869 -1.856
C 0.673 -3.740 -2.520
C 0.239 -5.014 -2.853
Sb 0.420 -0.924 -1.320
C 2.484 -1.382 -0.927
C 3.522 -0.767 -1.622
C 4.847 -1.128 -1.378
C 5.139 -2.118 -0.446
C 4.105 -2.739 0.250
C 2.788 -2.364 0.017
C 0.686 0.069 -3.166
C 0.586 -0.604 -4.380
C 0.778 0.086 -5.569
C 1.069 1.443 -5.549
C 1.166 2.117 -4.340
C 0.970 1.433 -3.147
H -1.383 -6.415 -2.782
H -2.903 -4.874 -1.589
H -2.144 -2.612 -0.986
H 1.682 -3.433 -2.772
H 0.905 -5.693 -3.370
H 3.300 -0.024 -2.382
H 5.645 -0.663 -1.944
H 6.165 -2.422 -0.281
H 4.324 -3.526 0.961
H 1.994 -2.872 0.554
H 0.345 -1.660 -4.406
H 0.691 -0.436 -6.513
H 1.212 1.978 -6.478
H 1.380 3.177 -4.324
H 1.034 1.973 -2.208
O 1.475 0.490 1.836
C 1.914 1.410 1.092
O 1.173 2.182 0.442
C 3.419 1.575 0.967
N 4.047 0.349 1.582
C 4.956 0.790 2.695
C 4.355 2.121 3.117
C 3.964 2.755 1.781
H 3.672 1.616 -0.090
H 4.514 -0.233 0.876
H 3.251 -0.200 1.945
H 5.954 0.913 2.277
H 4.978 0.026 3.467
H 5.063 2.722 3.683
H 3.476 1.955 3.742
H 4.841 3.172 1.286
H 3.221 3.545 1.869
S -1.246 2.710 3.047
C -2.983 2.588 3.096
N -3.705 3.675 2.851
C -5.169 3.699 2.813
C -5.685 2.303 2.508
C -5.050 1.314 3.469
N -3.593 1.460 3.417
H -3.187 4.500 2.599
H -5.471 4.407 2.044
H -5.552 4.054 3.772
H -5.432 2.038 1.478
H -6.769 2.277 2.603
H -5.291 0.284 3.213
H -5.392 1.492 4.491
H -3.012 0.634 3.500
```

Values from the calculation:
F_max (hartree/bohr): 0.0098
Kohn-Sham gap (eV): 7.89
Energy above the lowest of the compared OMol25 structures with the same formula, charge and spin (eV): 0.146
Charge: +1



(12)
DFT (the ωB97M-V functional and the def2-TZVPD basis) results for a structure of composition C4H3AgO2.

The geometry in XYZ format:
```
10
Properties=species:S:1:pos:R:3
O 1.521 -1.233 1.143
C 0.671 -0.138 1.428
C -0.174 0.161 0.272
C -0.837 0.572 -0.675
H 1.450 -1.867 1.862
H 1.259 0.763 1.676
H 0.014 -0.347 2.290
C -1.691 1.634 -1.799
O -1.619 1.128 -2.921
Ag -0.595 -0.674 -3.277
```

Values from the calculation:
F_max (hartree/bohr): 0.0363
Kohn-Sham gap (eV): 5.78
Energy above the lowest of the compared OMol25 structures with the same formula, charge and spin (eV): 1.170



(13)
DFT (the ωB97M-V functional and the def2-TZVPD basis) results for a structure of composition C8H20BrNO2V.

The geometry in XYZ format:
```
33
Properties=species:S:1:pos:R:3
O 4.691 2.718 -4.309
V 4.662 1.204 -4.512
C -2.996 0.211 -0.929
C -2.069 0.140 0.249
N -0.591 0.188 -0.069
C -0.277 -1.034 -0.868
C -0.282 1.365 -0.925
C -0.208 2.672 -0.181
C 0.195 0.180 1.238
C 0.250 -1.151 1.948
O 1.172 -2.014 1.373
C 1.704 -2.952 2.312
H -3.975 -0.146 -0.618
H -2.630 -0.378 -1.767
H -3.159 1.220 -1.313
H -2.250 -0.823 0.718
H -2.281 0.886 1.013
H 0.784 -1.242 -0.771
H -0.522 -0.869 -1.913
H -0.823 -1.902 -0.517
H -0.981 1.419 -1.757
H 0.676 1.184 -1.434
H 0.703 2.752 0.411
H -1.080 2.877 0.438
H -0.137 3.489 -0.900
H -0.309 0.904 1.872
H 1.190 0.518 0.953
H -0.752 -1.615 1.952
H 0.407 -0.946 3.014
H 2.485 -3.489 1.790
H 0.904 -3.590 2.696
H 2.121 -2.433 3.180
Br 3.377 0.656 -2.372
```

Values from the calculation:
F_max (hartree/bohr): 0.0685
Kohn-Sham gap (spin up / spin down) (eV): 4.44 / 5.08
Energy above the lowest of the compared OMol25 structures with the same formula, charge and spin (eV): 0.000
2S+1: 2
Charge: +2